# 1
This record from OMol25 describes C34H37BaIN5O3P2S as an isolated structure. The level of theory is ωB97M-V/def2-TZVPD.

Calculated values
- energy relative to the best compared isomer or geometry (same formula, charge and spin) (kcal per mole) = 5.2
- charge = +1

Atoms and positions in Å:
Ba -0.247 -1.229 0.514
O 1.124 1.004 0.963
P 0.350 2.111 0.294
C -1.288 2.239 1.141
P -2.783 1.394 0.497
O -2.434 0.062 -0.105
C -3.555 2.506 -0.677
C -3.582 3.891 -0.515
C -4.188 4.688 -1.474
C -4.768 4.104 -2.594
C -4.745 2.727 -2.755
C -4.138 1.926 -1.800
C -3.844 1.226 1.933
C -3.720 0.056 2.684
C -4.475 -0.114 3.833
C -5.357 0.881 4.233
C -5.490 2.042 3.484
C -4.735 2.218 2.334
C 0.160 1.747 -1.451
C -0.715 2.446 -2.282
C -0.857 2.069 -3.606
C -0.131 0.994 -4.104
C 0.762 0.315 -3.288
C 0.925 0.696 -1.963
C 1.080 3.739 0.477
C 1.243 4.245 1.768
C 1.825 5.485 1.956
C 2.247 6.227 0.858
C 2.094 5.725 -0.425
C 1.512 4.480 -0.619
H -1.536 3.280 1.357
H -1.094 1.788 2.122
H -3.132 4.365 0.350
H -4.207 5.762 -1.349
H -5.240 4.729 -3.341
H -5.199 2.274 -3.627
H -4.097 0.851 -1.927
H -3.057 -0.744 2.373
H -4.376 -1.026 4.406
H -5.952 0.747 5.127
H -6.190 2.808 3.791
H -4.860 3.117 1.743
H -1.290 3.282 -1.903
H -1.542 2.608 -4.247
H -0.255 0.689 -5.134
H 1.337 -0.512 -3.684
H 1.653 0.177 -1.345
H 0.931 3.665 2.629
H 1.955 5.875 2.956
H 2.701 7.198 1.008
H 2.430 6.300 -1.278
H 1.402 4.089 -1.623
I -0.980 -3.423 2.837
N -0.026 -3.109 -1.484
C 0.411 -4.127 -1.134
N 0.919 -5.265 -0.750
C 0.121 -6.244 0.003
C 0.972 -6.786 1.135
O 2.203 -7.290 0.639
C 2.976 -6.256 0.065
C 2.272 -5.668 -1.146
H -0.175 -7.053 -0.671
H -0.766 -5.749 0.394
H 0.462 -7.612 1.625
H 1.154 -5.992 1.869
H 3.928 -6.694 -0.234
H 3.158 -5.471 0.810
H 2.202 -6.420 -1.937
H 2.802 -4.796 -1.527
C 6.072 -2.095 -1.779
C 5.184 -1.084 -1.054
C 4.243 -1.723 -0.089
N 2.962 -1.693 -0.191
N 2.312 -2.356 0.821
C 3.127 -2.871 1.702
N 2.710 -3.590 2.763
S 4.794 -2.621 1.307
H 6.727 -1.589 -2.486
H 5.468 -2.816 -2.331
H 6.702 -2.646 -1.080
H 4.570 -0.529 -1.765
H 5.801 -0.355 -0.523
H 1.711 -3.564 2.963
H 3.332 -3.734 3.538

Mulliken atomic charge list, values in e, 5 entries: 1.599 -0.789 0.639 -1.423 1.455

# 2
This record from OMol25 describes a single C4H7NO molecule at a distorted geometry. The level of theory is ωB97M-V/def2-TZVPD.

Calculated values
- energy relative to the best compared isomer or geometry (same formula, charge and spin) (kcal per mole) = 54.4

Atoms and positions in Å:
N 1.819 -0.922 0.194
C 0.749 -0.085 0.000
C 0.510 1.228 0.212
C -0.965 1.164 0.108
C -0.647 -0.460 -0.338
O -1.192 -1.531 0.368
H 1.805 -1.794 -0.309
H 2.723 -0.486 0.282
H 1.163 2.079 0.306
H -1.515 1.117 1.045
H -1.459 1.810 -0.620
H -0.859 -0.525 -1.411
H -2.131 -1.595 0.162

natural (NBO) atomic charge list, values in e, 5 entries: -0.802 0.158 -0.305 -0.414 0.089

# 3
This record from OMol25 describes a 2-piece molecular cluster, CH7N4O overall at a distorted geometry. The level of theory is ωB97M-V/def2-TZVPD.

Calculated values
- energy relative to the best compared isomer or geometry (same formula, charge and spin) (kcal per mole) = 102.3
- charge = +1

Atoms and positions in Å:
C -0.606 0.456 0.966
N -0.328 -0.099 2.107
N -1.685 1.151 0.740
N 1.331 -1.308 -2.224
N 1.393 0.498 -0.772
O 1.756 -0.663 -1.085
H -0.938 -0.009 2.918
H 0.546 -0.580 2.249
H -2.363 1.362 1.470
H -1.850 1.590 -0.152
H 1.601 -2.284 -2.216
H 0.417 -1.058 -2.590
H 0.724 0.944 -1.411

natural (NBO) atomic charge list, values in e, 5 entries: 0.417 -0.779 -0.787 -0.499 -0.085

# 4
This record from OMol25 describes C31H33BF6MnN12O5S2 as an isolated structure. The level of theory is ωB97M-V/def2-TZVPD.

Calculated values
- energy relative to the best compared isomer or geometry (same formula, charge and spin) (kcal per mole) = 10.5
- 2S+1 = 6
- charge = +2

Atoms and positions in Å:
Mn -0.359 -0.418 -1.253
C 2.571 -1.423 -3.083
C 1.645 -0.404 -3.669
C 1.585 0.070 -4.975
C 0.601 1.043 -4.952
N 0.114 1.123 -3.712
N 0.754 0.244 -2.908
B -1.019 1.994 -3.124
N -0.584 2.393 -1.664
C -0.601 3.616 -1.120
C -0.546 3.491 0.254
C -0.512 2.119 0.501
C -0.580 1.415 1.812
N -0.511 1.478 -0.673
N -2.277 1.098 -2.921
C -3.505 1.058 -3.460
C -4.235 0.063 -2.851
C -3.370 -0.516 -1.920
C -3.655 -1.594 -0.935
N -2.191 0.107 -1.992
N -1.219 3.235 -3.927
C -2.297 3.948 -4.351
C -1.839 5.083 -4.958
C -0.431 5.006 -4.863
C 0.584 5.973 -5.377
N -0.065 3.903 -4.239
H 3.556 -0.977 -2.917
H 2.694 -2.256 -3.779
H 2.699 -2.297 -1.299
H 2.185 -0.231 -5.815
H 0.237 1.694 -5.728
H -0.654 4.487 -1.752
H -0.555 4.283 0.981
H -1.459 1.759 2.359
H 0.305 1.645 2.409
H -0.656 0.335 1.693
H -3.789 1.721 -4.258
H -5.256 -0.210 -3.050
H -4.350 -1.224 -0.180
H -2.754 -1.943 -0.434
H -4.123 -2.445 -1.424
H -3.310 3.640 -4.166
H -2.427 5.866 -5.405
H 0.129 6.941 -5.578
H 1.027 5.612 -6.306
H 1.387 6.108 -4.655
F -2.221 -3.757 -3.914
C -1.732 -4.345 -2.830
F -1.392 -5.594 -3.104
F -2.633 -4.323 -1.863
S -0.170 -3.432 -2.356
O -0.776 -2.028 -2.229
O 2.025 -1.876 -1.847
N -0.021 -4.089 -0.898
S 0.309 -3.249 0.351
O 1.690 -3.212 0.741
O -0.390 -1.945 0.376
C -0.557 -4.181 1.682
F -0.232 -3.610 2.849
F -1.868 -4.100 1.516
F -0.174 -5.441 1.684
C -1.654 -1.264 8.704
C -0.695 -1.180 7.577
C 0.321 -2.150 7.413
C 1.209 -2.102 6.381
C 1.113 -1.037 5.433
N 1.945 -0.884 4.386
C 3.134 -1.639 4.113
O 3.520 -2.496 4.857
N 3.787 -1.263 2.981
C 3.378 -0.490 1.869
C 4.329 0.258 1.187
C 3.948 0.916 0.033
C 2.639 0.790 -0.408
N 1.725 0.063 0.237
C 2.088 -0.550 1.362
C 0.074 -0.063 5.579
C -0.794 -0.136 6.620
H -1.235 -1.801 9.553
H -2.540 -1.820 8.373
H -1.994 -0.279 9.018
H 0.394 -2.951 8.136
H 1.983 -2.844 6.269
H 1.762 -0.096 3.776
H 4.685 -1.721 2.908
H 5.347 0.316 1.552
H 4.653 1.517 -0.524
H 2.304 1.293 -1.306
H 1.338 -1.167 1.833
H 0.004 0.741 4.857
H -1.569 0.609 6.737

Mulliken atomic charge list, values in e, 5 entries: 0.862 -1.099 0.404 -1.908 -0.061

# 5
This record from OMol25 describes a single C4H3NO2 molecule at a distorted geometry. The level of theory is ωB97M-V/def2-TZVPD.

Calculated values
- energy relative to the best compared isomer or geometry (same formula, charge and spin) (kcal per mole) = 56.1

Atoms and positions in Å:
N 0.718 -3.232 0.441
C 0.421 -2.126 0.375
C 0.128 -0.758 0.289
O 1.482 0.120 0.185
C -1.052 -0.146 0.274
C -1.218 1.310 0.175
O -2.291 1.851 0.220
H 2.204 -0.496 0.338
H -1.953 -0.741 0.343
H -0.272 1.863 0.063

natural (NBO) atomic charge list, values in e, 5 entries: -0.221 0.188 0.238 -0.697 -0.293

# 6
This record from OMol25 describes a 10-piece molecular cluster, C4H25NO11 overall at a distorted geometry. The level of theory is ωB97M-V/def2-TZVPD.

Calculated values
- energy relative to the best compared isomer or geometry (same formula, charge and spin) (kcal per mole) = 0.0

Atoms and positions in Å:
N -1.050 -2.361 -0.260
C -0.312 -1.300 0.099
O 0.777 -1.494 0.672
C -0.802 0.076 -0.226
C -1.319 0.248 -1.653
C -1.121 1.691 -2.108
O -0.149 2.029 -2.738
H -2.024 -2.225 -0.502
H -0.787 -3.283 0.052
H 0.005 0.779 -0.027
H -1.572 0.385 0.481
H -2.358 -0.072 -1.750
H -0.793 -0.391 -2.373
H -1.886 2.421 -1.806
O 1.602 2.362 1.725
H 2.103 1.776 1.050
H 2.340 2.847 2.097
O 2.047 0.455 -2.509
H 1.317 1.063 -2.735
H 1.690 -0.451 -2.690
O 2.208 -3.459 -0.610
H 3.151 -3.308 -0.429
H 1.772 -2.772 -0.055
O 0.502 0.078 2.940
H 0.902 0.943 2.664
H 0.750 -0.572 2.246
O -2.208 0.161 3.198
H -1.206 0.155 3.123
H -2.362 -0.246 4.064
O -0.778 3.385 0.919
H -1.123 3.809 1.712
H 0.135 3.087 1.113
O 1.082 -2.170 -2.744
H 1.659 -2.697 -2.140
H 0.187 -2.320 -2.390
O -4.000 -0.520 1.292
H -4.743 0.106 1.373
H -3.354 -0.300 2.006
O 2.674 0.586 0.121
H 2.565 0.628 -0.869
H 2.178 -0.212 0.383

natural (NBO) atomic charge list, values in e, 5 entries: -0.804 0.740 -0.738 -0.529 -0.516